[1]
The following is a DFT calculation (ωB97M-V/def2-TZVPD) of a cluster of 5 separate species, C5H22N2O5 in total in a non-equilibrium geometry.

Last column: natural (NBO) charge in e.
Element x y z (Å)
C: -0.1435 -2.1010 -1.8859  -0.056
O: -1.5053 -2.2760 -1.5800  -0.751
C: 0.3973 -0.7912 -1.2674  -0.075
C: -0.0781 0.4391 -2.0598  -0.420
C: 0.3937 1.7788 -1.4881  -0.422
C: -0.1077 2.0005 -0.0421  -0.241
N: -1.5594 1.6905 0.1745  -0.857
N: 1.8420 -0.8727 -1.1310  -0.876
H: 0.4695 -2.8692 -1.3756  0.162
H: 0.0023 -2.1027 -2.9627  0.175
H: -0.0210 -0.6231 -0.2772  0.180
H: -1.1661 0.4387 -2.0244  0.211
H: 0.2630 0.3796 -3.1073  0.200
H: 0.0701 2.6227 -2.1255  0.209
H: 1.4884 1.9142 -1.4146  0.205
H: -0.1247 3.0494 0.2566  0.197
H: 0.4171 1.4262 0.7013  0.187
H: -2.1761 1.7143 -0.6274  0.361
H: -1.5578 0.7161 0.4627  0.345
H: -1.6520 -2.3828 -0.6264  0.497
H: 2.2892 -0.1371 -0.6025  0.378
H: 2.3396 -0.9941 -2.0019  0.360
H: 1.3481 -0.7081 1.8532  0.496
H: 1.0309 -0.8162 3.3354  0.485
O: 0.7921 -0.3130 2.5410  -0.956
H: -2.6445 -1.8070 1.6513  0.507
H: -1.4616 -2.8460 1.5628  0.481
O: -1.8423 -2.0610 1.1739  -0.965
H: 2.1860 2.1960 1.3381  0.483
H: 2.8949 1.1141 2.2706  0.482
O: 2.8948 1.5432 1.4064  -0.961
H: -2.2510 0.6803 2.2671  0.476
H: -0.9353 -0.0585 2.6918  0.493
O: -1.8924 0.0558 2.9132  -0.993

Calculated values
2S+1	1
energy relative to the best compared isomer or geometry (same formula, charge and spin)	82.59	kJ/mol
gap between HOMO and LUMO	9.11	eV
E_HOMO	-8.967	eV
SMILES	NCCC[C@H](N)CO.O.O.O.O
electronic energy	-18759.2901	eV

[2]
The following is a DFT calculation (ωB97M-V/def2-TZVPD) of a structure of composition C5H23AsF6O6 in a non-equilibrium geometry.

Last column: Mulliken spin population.
Element x y z (Å)
O: 29.8121 9.9353 -0.1561  0.003
H: 30.3884 10.1078 0.5920  -0.001
H: 29.1659 10.6430 -0.2117  0.000
H: 30.3304 9.8463 -0.9593  0.000
As: 27.9975 10.2331 -4.0983  0.000
F: 26.8990 10.4191 -5.4770  0.000
F: 28.3336 8.5078 -4.5136  0.000
F: 29.1431 10.0707 -2.6764  -0.002
F: 27.7188 11.9198 -3.5950  0.003
F: 26.5510 9.7541 -3.1083  0.000
F: 29.3662 10.7566 -5.1906  0.000
C: 30.6291 11.0159 2.8745  0.000
O: 31.3154 10.2149 1.9236  0.004
H: 30.9018 12.0512 2.6700  0.000
H: 29.5621 10.9189 2.6744  0.000
H: 30.8272 10.7468 3.9120  0.000
H: 32.2640 10.3434 1.9962  0.000
C: 27.0836 12.4136 -0.2425  0.014
O: 28.3182 12.0889 0.3770  0.119
H: 26.6905 13.2536 0.3301  0.010
H: 27.3412 12.7073 -1.2601  0.021
H: 26.3955 11.5682 -0.2455  0.001
H: 28.7995 12.8987 0.5621  -0.006
C: 33.0945 9.3276 -1.2745  -0.002
O: 31.8103 9.3017 -1.7944  0.039
H: 33.6978 8.5940 -1.8094  0.003
H: 33.5052 10.3371 -1.2881  0.010
H: 33.0737 9.0780 -0.2137  0.003
H: 31.8220 9.5181 -2.7296  -0.002
C: 31.8384 6.8989 1.8152  0.077
O: 30.5508 6.4029 1.8315  0.514
H: 31.9129 7.7598 1.1508  0.030
H: 32.2420 7.1251 2.8021  0.057
H: 32.4447 6.1224 1.3488  -0.002
H: 29.9683 7.0985 2.1453  -0.012
C: 32.0557 13.1066 -0.6001  -0.001
O: 30.8665 12.4534 -1.0978  0.100
H: 31.8084 14.0467 -0.1072  0.013
H: 32.5333 12.5011 0.1702  0.002
H: 32.7417 13.3365 -1.4154  0.007
H: 30.5765 12.8388 -1.9278  -0.003

Calculated values
2S+1	2
gap between HOMO and LUMO (spin up / spin down)	10.14 / 2.23	eV
E_HOMO (spin up / spin down)	-13.846 / -13.472	eV
expectation value of S²	0.75
total charge	+1
electronic energy	-94975.8455	eV

What did the second record say?
The following is a DFT calculation (ωB97M-V/def2-TZVPD) of a structure of composition C5H23AsF6O6 in a non-equilibrium geometry.

Last column: Mulliken spin population.
Element x y z (Å)
O: 29.8121 9.9353 -0.1561  0.003
H: 30.3884 10.1078 0.5920  -0.001
H: 29.1659 10.6430 -0.2117  0.000
H: 30.3304 9.8463 -0.9593  0.000
As: 27.9975 10.2331 -4.0983  0.000
F: 26.8990 10.4191 -5.4770  0.000
F: 28.3336 8.5078 -4.5136  0.000
F: 29.1431 10.0707 -2.6764  -0.002
F: 27.7188 11.9198 -3.5950  0.003
F: 26.5510 9.7541 -3.1083  0.000
F: 29.3662 10.7566 -5.1906  0.000
C: 30.6291 11.0159 2.8745  0.000
O: 31.3154 10.2149 1.9236  0.004
H: 30.9018 12.0512 2.6700  0.000
H: 29.5621 10.9189 2.6744  0.000
H: 30.8272 10.7468 3.9120  0.000
H: 32.2640 10.3434 1.9962  0.000
C: 27.0836 12.4136 -0.2425  0.014
O: 28.3182 12.0889 0.3770  0.119
H: 26.6905 13.2536 0.3301  0.010
H: 27.3412 12.7073 -1.2601  0.021
H: 26.3955 11.5682 -0.2455  0.001
H: 28.7995 12.8987 0.5621  -0.006
C: 33.0945 9.3276 -1.2745  -0.002
O: 31.8103 9.3017 -1.7944  0.039
H: 33.6978 8.5940 -1.8094  0.003
H: 33.5052 10.3371 -1.2881  0.010
H: 33.0737 9.0780 -0.2137  0.003
H: 31.8220 9.5181 -2.7296  -0.002
C: 31.8384 6.8989 1.8152  0.077
O: 30.5508 6.4029 1.8315  0.514
H: 31.9129 7.7598 1.1508  0.030
H: 32.2420 7.1251 2.8021  0.057
H: 32.4447 6.1224 1.3488  -0.002
H: 29.9683 7.0985 2.1453  -0.012
C: 32.0557 13.1066 -0.6001  -0.001
O: 30.8665 12.4534 -1.0978  0.100
H: 31.8084 14.0467 -0.1072  0.013
H: 32.5333 12.5011 0.1702  0.002
H: 32.7417 13.3365 -1.4154  0.007
H: 30.5765 12.8388 -1.9278  -0.003

Calculated values
2S+1	2
gap between HOMO and LUMO (spin up / spin down)	10.14 / 2.23	eV
E_HOMO (spin up / spin down)	-13.846 / -13.472	eV
expectation value of S²	0.75
total charge	+1
electronic energy	-94975.8455	eV